*w*
This record from the OMol25 dataset describes a single C2H2O2S2 molecule. The level of theory is ωB97M-V with the def2-TZVPD basis set.

Summary:
HOMO: -0.32924 hartree
frontier orbital gap: 7.852 eV
spin multiplicity: 1
SMILES string: O=S1#S(=O)C=C1

CARTESIAN COORDINATES (ANGSTROEM)
O1 2.520 0.442 0.642
S1 1.478 0.477 -0.378
S2 -0.080 -1.539 -0.403
O2 -0.593 -1.936 -1.708
C1 -0.967 -0.077 0.172
C2 -0.093 0.891 0.406
H1 -2.025 -0.096 0.369
H2 -0.239 1.837 0.900

Löwdin population analysis, charges in e, atoms 1 to 4: atom 1 (O): -0.55, atom 2 (S): 0.85, atom 3 (S): 0.85, atom 4 (O): -0.55

***

*x*
This record from the OMol25 dataset describes a single C2H2O2S2 molecule. The level of theory is ωB97M-V with the def2-TZVPD basis set.

Summary:
HOMO: -0.34907 hartree
frontier orbital gap: 8.145 eV
spin multiplicity: 1
SMILES string: O=C(S)C(O)=S

CARTESIAN COORDINATES (ANGSTROEM)
O1 -1.070 -1.356 -0.054
C1 -0.631 -0.222 0.196
S1 -1.650 0.885 1.078
C2 0.755 0.092 -0.407
O2 1.286 -1.072 -0.747
S2 1.490 1.572 -0.467
H1 -0.578 1.802 1.156
H2 0.399 -1.701 -0.756

Löwdin population analysis, charges in e, atoms 1 to 4: atom 1 (O): -0.03, atom 2 (C): -0.77, atom 3 (S): 0.87, atom 4 (C): -0.85

***

Stability, lowest: *w*

***

*w*
This record from the OMol25 dataset describes a single C3H3P3 molecule. The level of theory is ωB97M-V with the def2-TZVPD basis set.

Summary:
HOMO (alpha / beta): -0.29218 / -0.30075 hartree
frontier orbital gap (alpha / beta): 6.323 / 6.718 eV
spin multiplicity: 1

CARTESIAN COORDINATES (ANGSTROEM)
C1 -0.479 0.792 -1.151
C2 -0.135 -0.326 -0.342
C3 -0.312 -0.346 1.032
P1 0.172 1.988 -2.093
P2 0.957 -1.747 -0.924
P3 -0.773 -0.461 2.541
H1 -0.984 2.515 -2.553
H2 1.199 -2.445 0.269
H3 0.355 0.031 3.223

Löwdin population analysis, charges in e, atoms 1 to 4: atom 1 (C): -0.50, atom 2 (C): -0.76, atom 3 (C): -0.62, atom 4 (P): 0.78

***

*x*
This record from the OMol25 dataset describes a single C3H3P3 molecule. The level of theory is ωB97M-V with the def2-TZVPD basis set.

Summary:
HOMO: -0.29692 hartree
frontier orbital gap: 6.725 eV
spin multiplicity: 1

CARTESIAN COORDINATES (ANGSTROEM)
C1 0.642 -1.598 0.229
C2 1.536 1.111 -0.090
C3 -1.029 0.583 0.211
P1 1.863 -0.600 -0.278
P2 -0.137 1.932 0.094
P3 -1.879 -0.778 -0.154
H1 0.111 -2.460 -0.153
H2 2.266 1.884 -0.390
H3 -2.376 -0.288 -1.290

Löwdin population analysis, charges in e, atoms 1 to 4: atom 1 (C): -0.38, atom 2 (C): -0.72, atom 3 (C): -0.90, atom 4 (P): 0.74

***

Stability, lowest: *x*

***

*w*
This record from the OMol25 dataset describes 2 unconnected molecules or ions with the total composition CH5O2. The level of theory is ωB97M-V with the def2-TZVPD basis set.

Summary:
HOMO (alpha / beta): -0.38737 / -0.38588 hartree
frontier orbital gap (alpha / beta): 11.267 / 8.170 eV
spin multiplicity: 2

CARTESIAN COORDINATES (ANGSTROEM)
C1 -1.250 -0.050 -0.441
O1 0.076 -0.090 -0.326
H1 -1.409 0.074 -1.529
H2 -1.658 -1.083 -0.167
H3 -1.739 0.756 -0.081
H4 2.578 -0.267 0.567
H5 1.232 0.296 0.751
O2 2.169 0.363 1.226

Löwdin population analysis, charges in e, atoms 1 to 4: atom 1 (C): -0.18, atom 2 (O): -0.03, atom 3 (H): 0.13, atom 4 (H): 0.13

***

*x*
This record from the OMol25 dataset describes a molecular structure, CH5O2. The level of theory is ωB97M-V with the def2-TZVPD basis set.

Summary:
HOMO (alpha / beta): -0.36553 / -0.36133 hartree
frontier orbital gap (alpha / beta): 10.712 / 6.288 eV
spin multiplicity: 2

CARTESIAN COORDINATES (ANGSTROEM)
O1 1.861 -0.002 -0.753
H1 0.961 -0.371 0.036
C1 -0.974 0.227 0.459
O2 0.023 -0.731 0.784
H2 -1.200 0.923 1.168
H3 -1.893 -0.230 0.200
H4 -0.698 0.883 -0.557
H5 1.919 -0.699 -1.337

Löwdin population analysis, charges in e, atoms 1 to 4: atom 1 (O): -0.20, atom 2 (H): 0.02, atom 3 (C): -0.10, atom 4 (O): 0.05

***

Stability, lowest: *x*

***

*w*
This record from the OMol25 dataset describes a single C19H21N3O2 molecule. The level of theory is ωB97M-V with the def2-TZVPD basis set.

Summary:
HOMO: -0.27685 hartree
frontier orbital gap: 8.161 eV
spin multiplicity: 1
SMILES string: CCOC(=O)/C(=N/Nc1ccccc1)N1CCCc2ccccc21

CARTESIAN COORDINATES (ANGSTROEM)
C1 2.763 -3.359 1.524
C2 3.284 -2.038 0.975
O1 2.265 -1.336 0.262
C3 1.398 -0.640 0.996
O2 1.435 -0.549 2.201
C4 0.386 0.058 0.162
N1 0.708 0.344 -1.045
N2 -0.124 0.976 -1.859
C5 0.247 1.317 -3.145
C6 1.541 1.075 -3.603
C7 1.890 1.437 -4.889
C8 0.966 2.041 -5.727
C9 -0.320 2.281 -5.271
C10 -0.684 1.924 -3.987
N3 -0.828 0.399 0.776
C11 -1.134 1.807 0.970
C12 -1.076 2.151 2.456
C13 -2.163 1.360 3.173
C14 -2.068 -0.099 2.820
C15 -2.644 -1.058 3.639
C16 -2.543 -2.407 3.353
C17 -1.854 -2.814 2.223
C18 -1.287 -1.876 1.386
C19 -1.380 -0.514 1.676
H1 3.570 -3.894 2.016
H2 1.972 -3.172 2.246
H3 2.369 -3.971 0.717
H4 3.646 -1.406 1.793
H5 4.080 -2.199 0.245
H6 -1.093 1.133 -1.584
H7 2.244 0.602 -2.938
H8 2.893 1.247 -5.242
H9 1.245 2.323 -6.731
H10 -1.046 2.750 -5.919
H11 -1.687 2.110 -3.631
H12 -0.412 2.406 0.410
H13 -2.142 2.014 0.586
H14 -1.212 3.223 2.600
H15 -0.097 1.864 2.845
H16 -2.071 1.480 4.255
H17 -3.149 1.743 2.884
H18 -3.170 -0.734 4.527
H19 -2.994 -3.136 4.009
H20 -1.765 -3.864 1.988
H21 -0.762 -2.188 0.494

Löwdin population analysis, charges in e, atoms 1 to 4: atom 1 (C): -0.06, atom 2 (C): -0.21, atom 3 (O): 0.00, atom 4 (C): -0.45

***

*x*
This record from the OMol25 dataset describes a molecular structure, C19H21N3O2. The level of theory is ωB97M-V with the def2-TZVPD basis set.

Summary:
HOMO: -0.32179 hartree
frontier orbital gap: 9.220 eV
spin multiplicity: 1

CARTESIAN COORDINATES (ANGSTROEM)
O1 -4.240 -0.394 -1.616
C1 -3.113 -0.136 -1.451
N1 -2.863 0.866 -0.686
C2 -1.478 1.409 -0.211
C3 -1.092 1.638 1.039
C4 0.037 2.130 1.719
C5 1.047 2.484 0.948
C6 0.824 2.116 -0.688
C7 1.841 2.435 -1.576
C8 1.575 2.482 -2.921
C9 0.201 1.869 -3.289
C10 -0.649 1.521 -2.492
C11 -0.322 1.826 -1.217
H1 -1.745 1.359 -2.839
H2 0.199 1.943 -4.521
H3 2.358 2.741 -3.449
H4 2.810 3.022 -1.163
H5 1.955 2.773 1.210
H6 -0.006 2.148 2.613
H7 -2.099 1.332 2.011
H8 -3.450 1.131 -0.094
N2 -2.056 -1.040 -1.657
H9 -2.467 -1.907 -2.206
N3 -0.817 -1.105 -1.094
C12 -0.614 -1.717 -0.120
O2 -1.605 -1.759 0.681
C13 0.932 -1.330 0.465
C14 0.957 -1.313 1.929
C15 1.260 -2.539 1.562
C16 2.628 -3.012 1.429
C17 3.223 -3.003 2.752
C18 3.222 -1.526 3.247
C19 2.313 -0.542 2.375
H10 2.281 0.482 2.858
H11 3.044 -0.292 1.513
H12 2.421 -1.604 4.302
H13 4.166 -1.112 3.372
H14 4.219 -3.058 2.936
H15 2.779 -3.632 3.503
H16 2.623 -4.250 1.291
H17 3.171 -2.372 0.719
H18 0.404 -3.309 1.948
H19 0.281 -0.975 2.638
H20 1.652 -1.018 -0.190
H21 0.070 -0.852 -1.775

Löwdin population analysis, charges in e, atoms 1 to 4: atom 1 (O): 0.13, atom 2 (C): -0.65, atom 3 (N): 0.21, atom 4 (C): -0.05

***

Stability, lowest: *x*

***

*w*
This record from the OMol25 dataset describes 2 unconnected molecules or ions with the total composition C2H3O3S. The level of theory is ωB97M-V with the def2-TZVPD basis set.

Summary:
HOMO: -0.12443 hartree
frontier orbital gap: 7.497 eV
spin multiplicity: 1
charge: -1

CARTESIAN COORDINATES (ANGSTROEM)
C1 -0.188 0.091 0.029
C2 1.037 -0.800 0.165
O1 2.417 1.014 -0.772
O2 3.777 -0.302 0.933
O3 0.178 -0.982 -0.892
S1 2.913 -0.298 -0.268
H1 -1.007 -0.036 0.610
H2 0.017 1.026 -0.391
H3 1.005 -2.271 1.429

Löwdin population analysis, charges in e, atoms 1 to 4: atom 1 (C): -0.14, atom 2 (C): -0.41, atom 3 (O): -0.57, atom 4 (O): -0.57

***

*x*
This record from the OMol25 dataset describes a gas-phase ion, C2H3O3S (charge -1). The level of theory is ωB97M-V with the def2-TZVPD basis set.

Summary:
HOMO: -0.16002 hartree
frontier orbital gap: 8.452 eV
spin multiplicity: 1
charge: -1

CARTESIAN COORDINATES (ANGSTROEM)
C1 -0.212 -0.274 -0.136
C2 1.060 -0.003 0.038
O1 3.249 1.388 -0.013
O2 3.926 -0.764 0.870
O3 1.967 -0.718 -0.664
S1 3.557 -0.037 -0.354
H1 -0.915 0.230 0.470
H2 -0.584 -1.232 -0.526
H3 1.212 0.937 0.444

Löwdin population analysis, charges in e, atoms 1 to 4: atom 1 (C): -0.04, atom 2 (C): -0.37, atom 3 (O): -0.55, atom 4 (O): -0.53

***

Stability, lowest: *w*

***

*w*
This record from the OMol25 dataset describes a gas-phase ion, C2H6NO (charge +1). The level of theory is ωB97M-V with the def2-TZVPD basis set.

Summary:
HOMO: -0.61733 hartree
frontier orbital gap: 12.931 eV
spin multiplicity: 1
SMILES string: O[C@H]1C[NH2+]1
charge: +1

CARTESIAN COORDINATES (ANGSTROEM)
O1 -1.998 0.015 0.031
C1 -0.753 -0.037 -0.515
C2 0.503 0.638 -0.018
N1 0.504 -0.830 0.113
H1 -1.977 0.522 0.852
H2 -0.927 -0.125 -1.535
H3 1.253 1.141 -0.627
H4 0.182 1.153 0.964
H5 0.995 -1.449 -0.508
H6 0.774 -1.096 1.132

Löwdin population analysis, charges in e, atoms 1 to 4: atom 1 (O): 0.11, atom 2 (C): -0.20, atom 3 (C): -0.02, atom 4 (N): 0.14

***

*x*
This record from the OMol25 dataset describes 2 unconnected molecules or ions with the total composition C2H6NO. The level of theory is ωB97M-V with the def2-TZVPD basis set.

Summary:
HOMO: -0.59360 hartree
frontier orbital gap: 11.610 eV
spin multiplicity: 1
charge: +1

CARTESIAN COORDINATES (ANGSTROEM)
C1 -1.544 -0.485 0.029
C2 0.748 0.886 0.035
N1 1.261 -0.297 -0.031
O1 -1.232 0.676 -0.059
H1 -0.830 -1.291 0.189
H2 -2.625 -0.762 -0.044
H3 0.733 1.373 1.026
H4 0.681 1.570 -0.892
H5 1.636 -0.946 0.753
H6 1.171 -0.724 -1.006

Löwdin population analysis, charges in e, atoms 1 to 4: atom 1 (C): 0.01, atom 2 (C): -0.02, atom 3 (N): 0.08, atom 4 (O): 0.02

***

*y*
This record from the OMol25 dataset describes a gas-phase ion, C2H6NO (charge +1). The level of theory is ωB97M-V with the def2-TZVPD basis set.

Summary:
HOMO: -0.57044 hartree
frontier orbital gap: 11.364 eV
spin multiplicity: 1
SMILES string: [NH3+]CC=O
charge: +1

CARTESIAN COORDINATES (ANGSTROEM)
N1 0.331 0.818 0.696
C1 0.485 -0.369 -0.225
C2 -0.902 -0.770 -0.720
O1 -1.812 0.003 -0.544
H1 -0.296 1.539 0.323
H2 -0.119 0.487 1.552
H3 1.255 1.234 0.845
H4 0.990 -1.133 0.364
H5 1.092 -0.065 -1.078
H6 -1.024 -1.744 -1.214

Löwdin population analysis, charges in e, atoms 1 to 4: atom 1 (N): 0.20, atom 2 (C): -0.07, atom 3 (C): -0.18, atom 4 (O): 0.09

***

Stability, lowest: *w*